No. 1
Below is a structure of composition C17H13AuN2O2Se2Te2, with properties calculated with ωB97M-V with the def2-TZVPD basis set.

Structure (XYZ):
```
39
Properties=species:S:1:pos:R:3:mulliken_spin:R:1
Au -0.477 2.091 -1.568 0.37
C -2.420 3.589 1.857 0.00
O -1.614 2.556 1.314 0.00
C -0.462 2.248 1.964 -0.01
C -0.064 2.816 3.166 0.00
C 1.136 2.429 3.751 0.00
C 1.942 1.480 3.147 0.00
C 1.545 0.912 1.945 0.02
C 0.353 1.287 1.353 0.02
N -0.061 0.739 0.105 0.13
N 0.098 -0.504 0.024 0.04
C -0.218 -1.273 -1.042 -0.03
C -0.939 -0.852 -2.192 0.02
O -1.346 0.337 -2.437 0.08
C -1.281 -1.855 -3.169 0.02
C -0.914 -3.143 -3.030 0.00
C -0.175 -3.599 -1.892 0.00
C 0.199 -4.949 -1.762 0.00
C 0.894 -5.381 -0.663 0.00
C 1.229 -4.461 0.339 0.00
C 0.876 -3.137 0.230 0.00
C 0.164 -2.671 -0.892 -0.01
H -1.863 4.527 1.919 0.00
H -2.797 3.317 2.846 0.00
H -3.254 3.707 1.172 0.00
H -0.682 3.557 3.653 0.00
H 1.436 2.881 4.688 0.00
H 2.879 1.187 3.601 0.00
H 2.160 0.177 1.443 0.00
H -1.842 -1.509 -4.027 0.00
H -1.179 -3.867 -3.793 0.00
H -0.074 -5.640 -2.551 0.00
H 1.180 -6.421 -0.566 0.00
H 1.775 -4.794 1.213 0.00
H 1.139 -2.441 1.012 0.00
Se -0.811 3.044 -4.011 0.57
Te 0.840 4.721 -4.444 0.47
Te 2.259 4.669 -2.107 0.12
Se 0.367 4.223 -0.598 0.21
```

Computed properties:
* multiplicity: 3
* strongest force on any atom: 0.32 eV/A
* orbital gap (alpha / beta): 0.236 / 0.193 Ha
* highest occupied orbital energy (alpha / beta): -7.13 / -7.64 eV
* LUMO level (alpha / beta): -0.026 / -0.088 Ha

---

No. 2
Below is a structure of composition C17H13AuN4O4, with properties calculated with ωB97M-V with the def2-TZVPD basis set.

Structure (XYZ):
```
39
Properties=species:S:1:pos:R:3:nbo_charge:R:1
Au 0.552 -0.120 -0.465 1.44
O -3.718 1.974 -1.979 -0.64
C -2.554 1.535 -1.533 0.78
O -1.970 2.007 -0.598 -0.60
C -2.066 0.373 -2.359 0.09
C -2.872 -0.044 -3.407 -0.16
C -2.490 -1.104 -4.213 -0.09
C -1.283 -1.714 -3.948 -0.16
C -0.524 -1.249 -2.892 0.10
N -0.887 -0.233 -2.094 -0.47
C 0.805 -1.900 -2.658 0.74
O 1.216 -2.806 -3.308 -0.47
O 1.491 -1.328 -1.675 -0.70
H -4.013 2.731 -1.447 0.53
H -3.801 0.475 -3.580 0.28
H -3.120 -1.438 -5.027 0.26
H -0.895 -2.540 -4.529 0.29
N 0.187 -0.678 2.450 -0.58
C 1.454 -1.099 2.080 0.40
C 2.240 -1.892 2.912 -0.25
C 3.517 -2.218 2.510 -0.06
C 4.011 -1.745 1.291 -0.24
C 3.183 -1.012 0.487 0.09
N 1.925 -0.715 0.886 -0.47
C -0.201 0.646 2.248 0.39
C -0.752 1.396 3.276 -0.26
C -0.900 2.756 3.090 -0.07
C -0.459 3.342 1.907 -0.25
C -0.003 2.530 0.901 0.11
N 0.053 1.192 1.052 -0.51
H -0.125 -1.066 3.329 0.43
H 1.847 -2.213 3.866 0.26
H 4.141 -2.829 3.149 0.26
H 5.015 -1.965 0.961 0.27
H 3.471 -0.670 -0.495 0.26
H -0.990 0.925 4.220 0.25
H -1.307 3.368 3.884 0.26
H -0.491 4.411 1.758 0.27
H 0.313 2.920 -0.052 0.24
```

Computed properties:
* multiplicity: 1
* charge: +2
* strongest force on any atom: 0.60 eV/A
* orbital gap: 0.265 Ha
* ΔE to the lowest compared entry with this formula, charge and spin: 5.5 kcal/mol
* highest occupied orbital energy: -15.59 eV
* LUMO level: -0.308 Ha